[1]
ORCA calculation (ωB97M-V/def2-TZVPD) on one molecule with the formula C2H5N3S2 in a non-equilibrium geometry.

Output
- Net charge: 0
- Energy relative to the best compared isomer or geometry (same formula, charge and spin): 90.2 kcal per mole
- Electronic energy: -1039.73961 Ha
- LUMO level (alpha / beta): -0.028 / -0.018 Ha

Last column: Löwdin charge in e.
Geometry (Å):
1 C 0.471 -0.501 -0.476  -0.734
2 C -0.950 -0.925 -0.315  -0.451
3 N 1.245 -1.063 -1.276  0.116
4 N -2.249 0.797 1.111  -0.397
5 N 2.517 0.820 0.341  -0.373
6 S 0.950 0.883 0.585  0.874
7 S -2.087 0.508 -0.433  0.808
8 H -1.194 -1.646 -1.096  0.081
9 H -1.126 -1.353 0.673  0.080
10 H 2.192 -0.688 -1.294  0.038
11 H -2.769 1.652 1.284  -0.020
12 H 3.000 1.516 0.896  -0.023

---

[2]
ORCA calculation (ωB97M-V/def2-TZVPD) on C37H40O2P2Tc as an isolated structure in a non-equilibrium geometry.

Output
- Multiplicity: 4
- Net charge: +2
- Expectation value of S²: 3.788
- Energy relative to the best compared isomer or geometry (same formula, charge and spin): 0.0 kcal per mole
- Electronic energy: -2347.16839 Ha
- LUMO level (alpha / beta): -0.266 / -0.286 Ha

Last column: Löwdin charge in e.
Geometry (Å):
1 Tc 0.319 0.023 2.697  1.549
2 C -2.065 0.233 5.106  -0.082
3 C -2.583 0.033 3.868  -0.135
4 C -3.106 1.077 2.935  -0.171
5 C -2.218 1.923 1.964  -0.189
6 C -0.721 1.775 2.082  -0.296
7 C -0.097 2.011 3.392  -0.236
8 C -0.934 2.551 4.558  -0.158
9 C -1.500 1.538 5.585  -0.176
10 C 1.893 0.323 1.560  -0.226
11 H -1.909 -0.598 5.791  0.115
12 H -2.673 -1.004 3.514  0.085
13 H -3.720 1.774 3.530  0.128
14 H -3.765 0.531 2.238  0.117
15 H -2.489 1.676 0.926  0.101
16 H -2.572 2.961 2.094  0.125
17 H -0.229 2.306 1.237  0.093
18 H 0.839 2.616 3.298  0.122
19 H -1.743 3.217 4.234  0.119
20 H -0.241 3.198 5.121  0.123
21 H -0.682 1.344 6.296  0.117
22 H -2.306 2.063 6.136  0.136
23 H 2.361 -0.642 1.248  0.064
24 H 2.614 0.955 2.130  0.063
25 H 1.535 0.876 0.662  -0.026
26 P -0.319 -1.356 -2.201  1.049
27 P 1.027 0.900 -1.925  1.053
28 C -1.357 0.066 -2.566  -0.267
29 C -0.699 1.238 -2.347  -0.251
30 C -0.555 -2.585 -3.574  -0.380
31 C -1.624 -2.540 -4.486  -0.094
32 C -1.814 -3.581 -5.406  -0.059
33 C -0.915 -4.648 -5.485  -0.047
34 C 0.191 -4.666 -4.619  -0.056
35 C 0.376 -3.639 -3.691  -0.093
36 C -1.221 -2.233 -0.886  -0.340
37 C -0.715 -2.006 0.404  -0.123
38 C -1.459 -2.414 1.494  -0.116
39 C -2.551 -3.274 1.332  -0.035
40 C -3.023 -3.569 0.044  -0.026
41 C -2.383 -2.997 -1.075  -0.040
42 C 1.888 1.044 -3.594  -0.310
43 C 1.686 0.047 -4.574  -0.095
44 C 2.352 0.094 -5.798  -0.059
45 C 3.213 1.155 -6.108  -0.044
46 C 3.385 2.169 -5.157  -0.054
47 C 2.705 2.133 -3.936  -0.079
48 C 1.647 2.389 -1.083  -0.426
49 C 2.939 2.304 -0.521  -0.138
50 C 3.395 3.293 0.345  -0.058
51 C 2.591 4.417 0.592  -0.046
52 C 1.353 4.550 -0.041  -0.058
53 C 0.873 3.542 -0.880  -0.087
54 H -2.384 -0.074 -2.917  0.094
55 H -1.101 2.248 -2.447  0.085
56 H -2.332 -1.713 -4.498  0.100
57 H -2.674 -3.568 -6.087  0.120
58 H -1.058 -5.472 -6.198  0.123
59 H 0.921 -5.478 -4.674  0.118
60 H 1.242 -3.646 -3.025  0.111
61 H 0.247 -1.480 0.511  0.061
62 H -1.188 -2.056 2.492  0.045
63 H -3.006 -3.684 2.233  0.123
64 H -3.873 -4.235 -0.086  0.121
65 H -2.789 -3.163 -2.073  0.112
66 H 1.020 -0.801 -4.393  0.060
67 H 2.192 -0.693 -6.542  0.119
68 H 3.758 1.183 -7.061  0.124
69 H 4.041 3.014 -5.385  0.119
70 H 2.840 2.960 -3.234  0.104
71 H 3.528 1.397 -0.684  0.124
72 H 4.365 3.177 0.831  0.122
73 H 2.945 5.184 1.283  0.120
74 H 0.750 5.449 0.126  0.123
75 H -0.099 3.644 -1.358  0.097
76 C 1.227 -2.525 5.771  0.043
77 C 0.949 -1.627 4.595  -0.578
78 O 0.865 -0.344 4.730  -0.094
79 O 0.728 -2.080 3.414  -0.098
80 H 0.495 -2.313 6.567  0.105
81 H 2.239 -2.301 6.134  0.110
82 H 1.157 -3.595 5.516  0.107

---

[3]
ORCA calculation (ωB97M-V/def2-TZVPD) on one molecule with the formula C4H4Br2N2 in a non-equilibrium geometry.

Output
- Net charge: 0
- Energy relative to the best compared isomer or geometry (same formula, charge and spin): 56.6 kcal per mole
- Electronic energy: -5412.18822 Ha
- LUMO level: 0.005 Ha

Last column: Löwdin charge in e.
Geometry (Å):
1 C -0.575 0.510 -1.444  -0.044
2 C -0.844 0.462 1.005  -0.248
3 C -0.718 -0.152 -0.361  -0.784
4 C 1.999 -0.980 0.380  -0.678
5 N 0.294 -0.012 1.772  0.008
6 N 1.280 -0.312 1.100  -0.150
7 Br -0.967 -2.048 -0.370  0.754
8 Br 3.529 -0.899 -0.527  0.773
9 H -0.730 0.157 -2.487  0.090
10 H -0.679 1.534 -1.407  0.042
11 H -0.855 1.663 0.957  0.165
12 H -1.735 0.079 1.382  0.073

---

Q: The lowest energy relative to the best compared isomer or geometry (same formula, charge and spin) belongs to which entry?
A: C37H40O2P2Tc

---

Q: electronic energy of number 2 (C37H40O2P2Tc)?
A: -2347.16839 Ha